Record 1
Density functional theory data (ωB97M-V with the def2-TZVPD basis set) for an isolated molecule of C5H6O2.

Geometry as XYZ:
```
13
Properties=species:S:1:pos:R:3
O -0.23370 -2.34499 0.57213
C -0.12436 -1.15118 0.37347
C -1.28547 -0.31623 0.78875
O -1.30757 0.82409 -0.08740
C -0.08485 0.84857 -0.81477
C 1.19994 0.96420 -0.07575
C 0.74089 -0.40197 -0.55309
H -1.34694 0.01899 1.82605
H -1.83098 -1.32875 0.72143
H -0.18057 1.27636 -1.81039
H 1.18709 1.17845 0.98778
H 2.05727 1.36082 -0.61412
H 1.27711 -0.95570 -1.31317
```

Summary:
E_HOMO ... -9.657 eV
Energy above the lowest of the compared OMol25 structures with the same formula, charge and spin ... 242.8 kJ/mol
Largest force on an atom ... 0.0625 Eh/bohr
SMILES string ... O=C1CO[C@H]2C[C@@H]12
Net charge ... 0
Orbital gap ... 10.491 eV

Record 2
Density functional theory data (ωB97M-V with the def2-TZVPD basis set) for an isolated molecule of C23H29N3O6S.

Geometry as XYZ:
```
62
Properties=species:S:1:pos:R:3
C 1.57515 0.04720 -3.33539
H 2.37441 0.78599 -3.33893
H 1.97623 -0.91324 -3.02402
C 0.45178 0.45196 -2.38942
H -0.24678 -0.37696 -2.26161
O 0.91892 0.71468 -1.07222
C 1.45535 1.92220 -0.76577
C 1.66119 2.97255 -1.65216
C 2.21752 4.16198 -1.21217
C 2.57677 4.32911 0.11170
C 2.36967 3.29515 1.00917
C 1.81292 2.10181 0.58591
N 1.61828 1.02778 1.49478
C 0.40736 0.48350 1.74282
O 0.27011 -0.58054 2.32233
C -0.82216 1.31521 1.38873
N -1.98454 0.46245 1.27746
S -2.45782 0.09593 -0.29038
O -2.21623 1.25950 -1.09561
O -1.90734 -1.15636 -0.73722
C -4.20987 -0.10283 -0.02637
C -4.72839 -1.36521 0.18115
C -6.08514 -1.50443 0.42563
C -6.89819 -0.38226 0.46014
C -6.36458 0.87996 0.24824
C -5.00869 1.02266 0.00435
H -4.55666 1.98490 -0.17397
H -7.00435 1.74898 0.27254
H -7.95550 -0.49218 0.65011
H -6.50723 -2.48450 0.58779
H -4.06570 -2.21482 0.13533
H -1.82132 -0.39081 1.80640
H -0.97860 2.02873 2.20917
H -0.72402 1.86950 0.45836
C 2.78785 0.44001 2.11666
H 3.43088 1.22951 2.51381
H 2.43921 -0.17541 2.95304
C 3.66701 -0.46495 1.24751
O 4.77971 -0.77142 1.63100
N 3.13167 -0.87864 0.09325
C 3.78950 -1.84284 -0.75168
H 4.74874 -2.08927 -0.29167
H 3.96349 -1.40797 -1.74120
C 2.92636 -3.10407 -0.90369
H 3.46184 -3.80696 -1.56019
C 2.57936 -3.76073 0.44558
H 3.20299 -3.37067 1.24714
H 2.72630 -4.83945 0.38514
C 1.09787 -3.43024 0.63844
H 0.56181 -4.20899 1.17606
H 0.97042 -2.48984 1.17333
C 0.61560 -3.29451 -0.80395
H 0.37226 -4.28212 -1.22439
O 1.70094 -2.73328 -1.52200
H -0.24379 -2.63247 -0.91737
H 2.18527 -0.63394 -0.17187
H 2.63371 3.41543 2.04887
H 3.01193 5.25684 0.44796
H 2.37243 4.96266 -1.91931
H 1.39444 2.86999 -2.69117
H -0.11018 1.31479 -2.75971
H 1.17932 -0.04933 -4.34244
```

Summary:
E_HOMO ... -8.754 eV
Energy above the lowest of the compared OMol25 structures with the same formula, charge and spin ... 90.9 kJ/mol
Largest force on an atom ... 0.0156 Eh/bohr
SMILES string ... CCOc1ccccc1N(CC(=O)NC[C@H]1CCCO1)C(=O)CNS(=O)(=O)c1ccccc1
Net charge ... 0
Orbital gap ... 9.275 eV

Record 3
Density functional theory data (ωB97M-V with the def2-TZVPD basis set) for a structure of composition C34H44GeMnN5O4Se.

Geometry as XYZ:
```
90
Properties=species:S:1:pos:R:3
Mn -0.85242 1.48565 0.46050
C 2.00556 3.86040 1.75333
C 0.74407 4.69215 2.11427
C -0.69392 4.24773 1.71705
N -0.80103 3.47073 0.50217
C -0.88243 4.11397 -0.68604
C -0.60447 5.49874 -0.81043
C -0.33100 6.22792 -1.96988
C -0.38619 5.74057 -3.27711
C -0.94391 4.60850 -3.74346
C -1.57072 3.54628 -3.07015
C -1.36166 3.17676 -1.73258
N -1.75204 1.98383 -1.25260
C -2.41164 0.97133 -2.02735
C -2.80936 -0.26347 -1.19487
C -3.44759 0.08722 0.18701
N -2.38774 0.49288 1.10211
C -2.47047 0.28805 2.44446
C -3.71251 -0.02333 3.04279
C -4.05535 -0.44118 4.32581
C -3.18616 -0.58465 5.41273
C -1.93876 -0.02001 5.59848
C -1.15431 0.66676 4.66475
C -1.27637 0.79352 3.21198
N -0.31233 1.26586 2.41887
C 0.90560 1.76904 3.07702
C 2.00172 2.35958 2.13713
H 2.27031 3.95404 0.70251
H 2.76397 4.24593 2.41317
H 0.71207 4.82406 3.22748
H 0.96550 5.69332 1.78928
H -1.10736 3.68690 2.59034
H -1.27586 5.15792 1.59471
H -0.36820 6.03096 0.07825
H -0.02567 7.24935 -1.71410
H 0.00100 6.38967 -4.02357
H -0.77116 4.40676 -4.81628
H -2.29998 2.93180 -3.61504
H -3.24163 1.36906 -2.60639
H -1.70808 0.54292 -2.80704
H -3.54082 -0.90547 -1.71922
H -1.92237 -0.94340 -0.98549
H -4.27118 0.85350 0.13642
H -3.91067 -0.81106 0.66446
H -4.53556 0.02123 2.34980
H -5.10254 -0.66331 4.54099
H -3.50902 -1.28444 6.17353
H -1.47949 -0.11158 6.56961
H -0.31666 1.24153 5.07920
H 0.67679 2.50255 3.80106
H 1.39617 0.96094 3.66500
H 2.99916 2.09900 2.59179
H 2.00834 1.80809 1.20206
C -1.10821 -4.24473 -1.93956
Ge -0.36828 -6.01944 -1.55975
C -1.86009 -7.06923 -0.82508
C 0.72414 -6.89760 -2.92509
C 1.13008 -5.72811 -0.27446
Se 0.63971 -4.57628 1.17230
C 0.82741 -5.80994 2.65347
H -0.35092 -3.43789 -1.86786
H -1.96920 -4.00838 -1.22770
H -1.54619 -4.20861 -2.94291
H -2.74998 -6.95163 -1.46704
H -2.18935 -6.85773 0.21510
H -1.62253 -8.17336 -0.86565
H 0.01046 -7.27822 -3.67950
H 1.10789 -7.79887 -2.48685
H 1.50856 -6.36526 -3.46312
H 1.84887 -5.12416 -0.82811
H 1.60901 -6.67297 0.09646
H 0.25747 -5.41357 3.51809
H 1.90447 -5.83348 2.89819
H 0.43382 -6.81242 2.35345
O 0.30625 -0.51363 -2.53580
C 1.00023 -0.01312 -1.64006
O 0.67870 0.40520 -0.47702
C 2.50526 0.19888 -1.94027
C 3.55233 0.23125 -0.98080
C 4.84738 0.35478 -1.36072
C 5.12655 0.40414 -2.72265
C 4.14288 0.36584 -3.75444
C 2.82540 0.25493 -3.33745
N 6.49685 0.44135 -3.10681
O 7.43062 0.43318 -2.29090
O 6.64496 0.40718 -4.36029
H 3.32188 0.08941 0.07803
H 5.68701 0.45808 -0.62012
H 4.50699 0.39549 -4.82028
H 1.96791 0.10383 -3.97331
```

Summary:
Multiplicity ... 6
E_HOMO (spin up / spin down) ... -1.164 / -4.630 eV
Expectation value of S² ... 8.851
Largest force on an atom ... 0.0635 Eh/bohr
Net charge ... -1
Orbital gap (spin up / spin down) ... 2.518 / 5.857 eV

Record 4
Density functional theory data (ωB97M-V with the def2-TZVPD basis set) for an isolated molecule of C9H15Cl2F3O2.

Geometry as XYZ:
```
31
Properties=species:S:1:pos:R:3
F -2.22511 3.92352 -1.56068
F -3.95013 3.08091 -0.48861
F -2.25327 1.19986 -1.49505
Cl -2.22618 4.21316 1.03438
Cl -2.45225 1.10135 1.07196
O 0.22946 2.25169 -1.69410
O 0.58143 -0.38569 -1.69289
C 0.29603 -1.78550 1.78995
C 2.40862 -1.46465 0.48186
C 0.63734 -2.99116 -0.34892
C -2.59589 3.27820 -0.43937
C 0.44429 0.92946 0.29954
C -1.85276 1.95641 -0.39437
C -0.31132 2.10198 -0.36430
C 0.14750 -0.45711 -0.33478
C 0.86797 -1.63336 0.38348
H 0.34584 1.33335 -2.07099
H 0.42682 -1.23831 -2.12042
H -0.79506 -1.65557 1.72349
H 0.66104 -1.03494 2.45417
H 0.55607 -2.75642 2.25517
H 2.81549 -2.33133 0.99162
H 2.86696 -1.42795 -0.48404
H 2.75323 -0.57688 1.03580
H 1.05619 -3.82253 0.25387
H -0.40607 -3.19161 -0.47105
H 1.15609 -3.00118 -1.31627
H 0.26312 0.92330 1.37130
H 1.54679 1.14810 0.21375
H -0.06390 2.99472 0.23625
H -0.92833 -0.68180 -0.32072
```

Summary:
E_HOMO ... -10.463 eV
Energy above the lowest of the compared OMol25 structures with the same formula, charge and spin ... 3.5 kJ/mol
Largest force on an atom ... 0.0353 Eh/bohr
SMILES string ... CC(C)(C)[C@H](O)C[C@@H](O)[C@@](F)(Cl)C(F)(F)Cl
Net charge ... 0
Orbital gap ... 10.975 eV

Record 5
Density functional theory data (ωB97M-V with the def2-TZVPD basis set) for a cluster of 2 separate species, C3H9N2O2 in total.

Geometry as XYZ:
```
16
Properties=species:S:1:pos:R:3
C 0.60964 0.18009 -1.60084
C 0.55985 -1.29214 0.89128
C -0.26684 0.37936 -0.46232
N 1.41038 -0.80118 -1.55367
N -0.18706 -0.17960 0.65441
O 0.46811 1.11821 -2.64402
O -1.79870 1.24969 2.28794
H 1.62663 -1.05952 1.11076
H 0.21954 -1.85898 1.90777
H 0.69192 -1.93864 0.04871
H -0.81523 1.28319 -0.61759
H -2.60458 0.72121 2.44954
H 1.87700 -1.11791 -2.40178
H 1.06282 1.07734 -3.36281
H -0.78310 0.22271 1.46617
H -2.07038 2.01619 1.82644
```

Summary:
E_HOMO ... -14.809 eV
Energy above the lowest of the compared OMol25 structures with the same formula, charge and spin ... 278.3 kJ/mol
Largest force on an atom ... 0.1289 Eh/bohr
Net charge ... +1
Orbital gap ... 9.535 eV

What did the fifth record say?
Density functional theory data (ωB97M-V with the def2-TZVPD basis set) for a cluster of 2 separate species, C3H9N2O2 in total.

Geometry as XYZ:
```
16
Properties=species:S:1:pos:R:3
C 0.60964 0.18009 -1.60084
C 0.55985 -1.29214 0.89128
C -0.26684 0.37936 -0.46232
N 1.41038 -0.80118 -1.55367
N -0.18706 -0.17960 0.65441
O 0.46811 1.11821 -2.64402
O -1.79870 1.24969 2.28794
H 1.62663 -1.05952 1.11076
H 0.21954 -1.85898 1.90777
H 0.69192 -1.93864 0.04871
H -0.81523 1.28319 -0.61759
H -2.60458 0.72121 2.44954
H 1.87700 -1.11791 -2.40178
H 1.06282 1.07734 -3.36281
H -0.78310 0.22271 1.46617
H -2.07038 2.01619 1.82644
```

Summary:
E_HOMO ... -14.809 eV
Energy above the lowest of the compared OMol25 structures with the same formula, charge and spin ... 278.3 kJ/mol
Largest force on an atom ... 0.1289 Eh/bohr
Net charge ... +1
Orbital gap ... 9.535 eV

Question: Look up the largest force on an atom of the third one.
Answer: 0.0635 Eh/bohr